No. 1
Formula: C39H34BeClN3O5P2
Source: the Open Molecules 2025 dataset
Level of theory: ωB97M-V/def2-TZVPD

Each line ends with the Löwdin charge.
Atoms and positions in Å:
1 H 21.860 4.858 14.831  0.09
2 H 14.309 11.670 6.089  0.10
3 C 15.127 10.714 7.873  -0.10
4 H 18.274 7.770 13.693  0.09
5 N 15.754 10.129 11.890  -0.36
6 C 17.260 10.889 14.788  -0.10
7 C 21.801 6.387 13.248  -0.18
8 Cl 24.027 8.314 10.509  0.65
9 C 10.458 6.959 9.833  -0.07
10 C 18.835 10.153 10.072  -0.09
11 H 18.479 13.808 8.913  0.09
12 C 17.213 9.665 14.118  -0.38
13 O 19.563 5.568 13.158  -0.04
14 H 16.359 11.548 14.816  0.12
15 C 13.259 10.417 13.947  -0.09
16 C 9.335 7.469 10.532  -0.07
17 H 13.242 10.752 12.912  0.08
18 H 16.377 10.912 12.102  0.04
19 C 17.570 10.698 9.844  -0.37
20 C 12.204 10.695 14.813  -0.09
21 H 20.243 10.482 16.308  0.10
22 H 20.765 12.871 9.602  0.10
23 P 15.694 9.064 13.343  1.07
24 C 18.578 4.910 12.384  -0.08
25 H 21.314 7.697 9.554  0.11
26 C 14.492 9.452 15.797  -0.10
27 C 11.564 6.611 10.586  -0.01
28 H 8.467 8.163 12.355  0.10
29 C 14.171 11.463 7.139  -0.08
30 H 16.030 10.319 7.347  0.12
31 H 18.340 3.917 12.828  0.14
32 C 19.871 12.268 9.545  -0.08
33 C 12.784 11.524 9.171  -0.08
34 H 23.730 7.461 13.152  0.11
35 H 15.355 8.875 16.189  0.12
36 C 13.720 10.805 9.849  -0.14
37 C 9.356 7.697 11.954  -0.07
38 C 17.431 12.018 9.396  -0.10
39 H 10.399 6.852 8.735  0.12
40 H 18.461 12.210 15.941  0.10
41 C 11.651 6.761 11.982  -0.21
42 C 18.285 8.777 14.152  -0.07
43 C 18.383 11.213 15.535  -0.08
44 H 12.446 6.283 10.073  0.11
45 H 16.442 12.456 9.299  0.11
46 C 21.929 5.961 14.702  -0.04
47 C 12.285 10.333 16.151  -0.10
48 C 14.910 10.447 9.242  -0.44
49 C 21.498 7.264 10.546  -0.10
50 H 8.404 7.610 9.989  0.09
51 C 19.390 9.055 14.984  -0.05
52 C 22.691 7.515 11.251  -0.68
53 C 10.498 7.328 12.649  -0.01
54 H 13.559 10.429 10.903  0.08
55 C 18.579 12.782 9.226  -0.07
56 H 11.934 11.933 9.760  0.11
57 H 12.387 12.587 7.330  0.07
58 Be 15.185 6.468 13.097  0.15
59 O 14.006 6.446 11.929  -0.07
60 C 17.219 5.725 12.381  -0.48
61 H 13.551 9.383 17.676  0.11
62 N 12.808 6.597 12.626  -0.12
63 O 16.320 5.262 13.220  0.00
64 P 16.123 9.627 10.257  0.98
65 H 11.319 11.230 14.483  0.10
66 H 18.899 4.754 11.342  0.12
67 C 19.996 10.956 9.950  -0.09
68 H 10.563 7.537 13.721  0.10
69 C 22.816 7.148 12.622  -0.06
70 H 18.953 9.143 10.467  0.08
71 C 19.416 10.292 15.650  -0.08
72 H 19.592 6.343 10.631  0.10
73 C 13.061 11.960 7.828  -0.08
74 O 17.107 6.821 11.747  -0.05
75 H 21.167 6.429 15.373  0.07
76 N 12.862 6.694 13.980  0.15
77 C 20.591 6.199 12.509  -0.23
78 H 11.399 10.409 16.807  0.11
79 O 14.154 6.601 14.346  -0.15
80 H 20.200 8.293 15.108  0.10
81 C 13.405 9.707 16.635  -0.09
82 H 22.908 6.270 15.084  0.07
83 C 20.490 6.543 11.179  -0.03
84 H 20.976 10.482 10.179  0.11
85 C 14.419 9.806 14.422  -0.38

Computed properties:
frontier orbital gap (spin up / spin down): 6.83 / 6.83 eV
energy above the lowest of the compared OMol25 structures with the same formula, charge and spin: 0.00 kJ/mol
highest occupied orbital energy (spin up / spin down): -7.7 / -7.7 eV
energy: -87203.82350 eV
E_LUMO (spin up / spin down): -0.9 / -0.9 eV
maximum force: 6.5 eV/A


No. 2
Formula: C14H24AsMnN2O7S
Source: the Open Molecules 2025 dataset
Level of theory: ωB97M-V/def2-TZVPD

Each line ends with the Mulliken spin population.
Atoms and positions in Å:
1 H 4.029 6.504 -1.298  0.00
2 H 1.690 5.716 -1.653  0.00
3 S 0.530 3.084 -1.367  0.00
4 H -3.249 -0.819 -0.032  0.00
5 H -0.851 -1.269 2.515  0.00
6 H 2.072 2.067 4.059  0.00
7 O 0.226 0.723 1.733  0.00
8 H -3.377 1.011 -2.615  0.00
9 H -2.339 -0.428 2.065  0.00
10 C 1.190 1.205 2.302  0.00
11 H 4.237 -0.574 0.132  0.00
12 O 4.280 0.393 0.119  0.00
13 As 2.698 1.061 -0.020  0.00
14 H -0.104 -0.470 -3.411  0.00
15 H -0.634 1.204 -3.596  0.00
16 H 0.578 -2.159 0.886  0.00
17 C 4.738 4.590 -0.663  0.00
18 Mn -0.338 0.483 -0.262  1.01
19 N -1.266 -1.261 0.444  -0.02
20 C -0.282 -2.350 0.251  0.01
21 C 3.768 5.474 -1.096  0.00
22 H -2.135 2.173 -2.092  0.00
23 H 0.064 -2.381 -0.779  0.00
24 N -1.534 0.155 -1.990  -0.03
25 O -0.264 4.059 -2.041  0.00
26 H -1.434 -1.914 -2.234  0.00
27 H 5.184 2.575 -0.065  0.00
28 C 4.418 3.258 -0.404  0.00
29 C -2.578 1.200 -1.892  0.00
30 O 2.354 1.439 1.708  0.00
31 C -2.462 -1.480 -0.400  0.01
32 C 2.136 3.730 -1.037  0.00
33 C 3.113 2.838 -0.595  0.00
34 H -1.721 -0.122 -4.074  0.00
35 C -1.710 -1.291 1.854  -0.01
36 C 2.455 5.045 -1.289  0.00
37 H 5.756 4.925 -0.525  0.00
38 H -3.017 1.217 -0.891  0.00
39 C 1.161 1.567 3.749  0.00
40 H -0.728 -3.315 0.512  0.00
41 H -2.829 -2.506 -0.286  0.00
42 O 1.659 -0.157 -0.432  0.00
43 O 0.011 2.644 -0.034  0.01
44 H 1.029 0.652 4.328  0.00
45 H -2.282 -2.206 2.035  0.00
46 H 0.295 2.202 3.931  0.00
47 O 0.849 1.847 -2.081  0.01
48 C -0.959 0.201 -3.357  0.01
49 C -2.143 -1.186 -1.841  0.01
50 H -3.045 -1.261 -2.457  0.00

Computed properties:
frontier orbital gap (spin up / spin down): 9.58 / 9.05 eV
energy above the lowest of the compared OMol25 structures with the same formula, charge and spin: 3.94 kJ/mol
highest occupied orbital energy (spin up / spin down): -12.3 / -11.7 eV
2S+1: 2
energy: -135208.71165 eV
expectation value of S²: 0.8884
E_LUMO (spin up / spin down): -2.7 / -2.7 eV
net charge: +1
maximum force: 0.5 eV/A